Record 1
ORCA calculation (ωB97M-V with the def2-TZVPD basis set) on a 2-piece molecular cluster, C2H5BrFPS2 overall.

Values from the calculation:
molar mass: 223.07 g mol⁻¹
energy above the lowest of the compared OMol25 structures with the same formula, charge and spin: 77.8 kJ/mol
SMILES: S=PBr.FCCS
orbital gap: 8.08 eV
lowest unoccupied orbital energy: -1.11 eV
energy: -105873.97864 eV

CARTESIAN COORDINATES (ANGSTROEM)
Br -1.86 2.46 0.03
S -2.12 1.47 -3.20
S 1.78 0.85 1.23
P -0.77 1.88 -1.91
F -0.43 -0.38 -1.02
C 0.57 -0.52 1.30
C 0.10 -1.16 0.01
H 1.90 0.77 -0.10
H -0.39 -0.33 1.83
H 0.91 -1.74 -0.31
H -0.71 -2.01 0.26
H 1.01 -1.30 1.88


Record 2
ORCA calculation (ωB97M-V with the def2-TZVPD basis set) on one molecule with the formula C2H5BrO2S.

Values from the calculation:
molar mass: 173.03 g mol⁻¹
energy above the lowest of the compared OMol25 structures with the same formula, charge and spin: 0.0 kJ/mol
SMILES: OC(O)CSBr
orbital gap: 9.11 eV
lowest unoccupied orbital energy: -0.05 eV
energy: -87126.94778 eV

CARTESIAN COORDINATES (ANGSTROEM)
Br -3.55 -0.34 0.14
S -1.73 0.78 -0.18
O 0.58 -0.51 -1.36
O 1.24 1.30 -0.02
C -0.28 -0.33 0.82
C 0.88 -0.07 -0.05
H 2.04 1.36 -0.49
H -0.33 -0.24 -1.62
H -0.51 -1.34 0.66
H -0.12 0.09 1.81
H 1.79 -0.69 0.30


Record 3
ORCA calculation (ωB97M-V with the def2-TZVPD basis set) on a 2-piece molecular cluster, C2H5BrOS overall.

Values from the calculation:
molar mass: 157.03 g mol⁻¹
energy above the lowest of the compared OMol25 structures with the same formula, charge and spin: 38.2 kJ/mol
SMILES: CSC=O.Br
orbital gap: 10.36 eV
lowest unoccupied orbital energy: 0.65 eV
energy: -85079.60379 eV

CARTESIAN COORDINATES (ANGSTROEM)
Br 5.32 0.37 -0.38
S -0.48 -0.47 -0.85
O 1.39 0.56 0.67
C 0.22 0.41 0.61
C -2.21 -0.34 -0.33
H 3.93 -0.08 -0.07
H -2.50 0.71 -0.31
H -2.69 -0.83 -1.17
H -2.45 -0.91 0.54
H -0.53 0.57 1.30


Record 4
ORCA calculation (ωB97M-V with the def2-TZVPD basis set) on a 2-piece molecular cluster, C2H5BrS overall.

Values from the calculation:
molar mass: 141.03 g mol⁻¹
energy above the lowest of the compared OMol25 structures with the same formula, charge and spin: 285.1 kJ/mol
orbital gap: 8.73 eV
lowest unoccupied orbital energy: -0.17 eV
energy: -83029.45662 eV

CARTESIAN COORDINATES (ANGSTROEM)
Br -2.52 0.11 -0.05
S -0.12 -1.96 -0.03
C 0.41 0.47 -0.63
C -0.65 -0.28 0.16
H 0.37 0.23 -1.63
H 1.34 0.02 -0.36
H 0.50 1.56 -0.48
H -0.14 0.03 1.89
H -0.87 -2.69 0.75


Record 5
ORCA calculation (ωB97M-V with the def2-TZVPD basis set) on C2H5Cl2Hg2O as an isolated structure.

Values from the calculation:
molar mass: 517.15 g mol⁻¹
energy above the lowest of the compared OMol25 structures with the same formula, charge and spin: 135.0 kJ/mol
orbital gap: 2.07 eV
lowest unoccupied orbital energy: -17.57 eV
total charge: +3
energy: -37555.72200 eV

CARTESIAN COORDINATES (ANGSTROEM)
Hg 11.93 30.90 3.84
Hg 15.20 29.04 3.46
Cl 15.65 35.79 7.65
Cl 17.16 33.49 8.55
O 13.86 30.23 4.89
C 15.59 34.10 8.10
C 14.22 30.88 6.12
H 15.22 33.54 7.22
H 14.12 31.97 6.05
H 15.25 30.67 6.44
H 13.55 30.51 6.89
H 14.84 33.92 8.89


Record 6
ORCA calculation (ωB97M-V with the def2-TZVPD basis set) on a 2-piece molecular cluster, C2H5Cl2NO3P overall.

Values from the calculation:
molar mass: 192.95 g mol⁻¹
energy above the lowest of the compared OMol25 structures with the same formula, charge and spin: 99.5 kJ/mol
orbital gap (spin up / spin down): 6.37 / 7.03 eV
lowest unoccupied orbital energy (spin up / spin down): 3.41 / 3.44 eV
total charge: -1
energy: -44123.07279 eV

CARTESIAN COORDINATES (ANGSTROEM)
Cl 2.16 -1.23 1.39
Cl 1.74 -1.24 -1.47
P 1.00 1.15 0.15
O 2.31 1.82 -0.14
O 0.08 1.44 1.26
O 0.15 1.26 -1.33
N -2.00 -0.07 0.26
C -1.35 -1.20 0.44
C 1.22 -0.67 0.10
H -1.38 -1.58 1.39
H -1.60 0.33 -0.62
H -2.04 0.64 0.96
H 0.74 1.05 -2.04
H -1.05 -1.71 -0.36


Record 7
ORCA calculation (ωB97M-V with the def2-TZVPD basis set) on C2H5Cl2OP as an isolated structure.

Values from the calculation:
molar mass: 146.94 g mol⁻¹
energy above the lowest of the compared OMol25 structures with the same formula, charge and spin: 221.7 kJ/mol
orbital gap: 8.88 eV
lowest unoccupied orbital energy: -1.13 eV
energy: -38535.61147 eV

CARTESIAN COORDINATES (ANGSTROEM)
Cl 0.22 2.35 0.72
Cl -0.99 -1.61 -2.12
P -0.72 -0.25 0.33
O -1.77 -0.35 1.28
C -0.37 1.34 -0.63
C 0.89 -1.00 0.67
H 1.45 -1.20 -0.29
H 1.63 -0.17 0.96
H -1.45 1.59 -0.97
H 0.44 1.18 -1.28
H 0.66 -1.89 1.33


Record 8
ORCA calculation (ωB97M-V with the def2-TZVPD basis set) on a 2-piece molecular cluster, C2H5Cl2P overall.

Values from the calculation:
molar mass: 130.94 g mol⁻¹
2S+1: 3
energy above the lowest of the compared OMol25 structures with the same formula, charge and spin: 0.0 kJ/mol
orbital gap (spin up / spin down): 8.27 / 9.58 eV
lowest unoccupied orbital energy (spin up / spin down): 0.45 / -1.39 eV
energy: -36486.60528 eV
expectation value of S²: 2.0073

CARTESIAN COORDINATES (ANGSTROEM)
Cl -2.67 -1.32 0.10
Cl -3.10 1.76 0.79
P -2.77 0.44 -0.82
C 1.83 0.10 -0.02
C 0.44 -0.32 0.03
H 2.03 0.61 -0.99
H 2.30 -0.91 0.09
H 2.10 0.68 0.82
H 0.17 -0.99 0.85
H -0.33 -0.05 -0.84